1.
The following is a DFT calculation (ωB97M-V/def2-TZVPD) of a molecular structure, C6H10S2 in a non-equilibrium geometry.

Last column: natural (NBO) charge in e.
Element x y z (Å)
C1 2.467 0.206 0.243  -0.63
C2 1.145 0.102 -0.666  -0.14
C3 1.483 -0.655 -2.011  -0.60
C4 0.080 1.186 -1.028  -0.44
C5 -1.059 0.372 -0.619  -0.42
C6 -0.022 -0.660 0.127  0.01
H1 2.501 1.031 1.005  0.22
H2 2.554 -0.825 1.064  0.25
H3 3.635 0.191 -0.468  0.22
H4 2.020 0.126 -2.747  0.21
H5 0.642 -0.844 -2.613  0.21
H6 2.076 -1.579 -1.906  0.22
H7 0.300 1.913 -0.189  0.22
H8 0.109 1.634 -1.923  0.22
H9 -1.440 -0.424 -1.428  0.26
H10 -1.667 0.306 1.875  0.16
S1 -2.331 1.206 0.417  -0.06
S2 0.125 -1.508 1.524  0.09

Calculated values
Electronic energy = -28049.0020 eV
Max |F| = 6.0 eV/A
Total charge = 0
Energy relative to the best compared isomer or geometry (same formula, charge and spin) = 515.1 kJ/mol

---

2.
The following is a DFT calculation (ωB97M-V/def2-TZVPD) of a single C6H10S2 molecule in a non-equilibrium geometry.

Last column: natural (NBO) charge in e.
Element x y z (Å)
C1 -2.071 -0.214 -0.078  -0.65
C2 -0.651 0.216 -0.270  0.04
C3 -0.434 1.579 -0.933  -0.66
C4 0.331 -0.412 0.411  -0.06
C5 0.285 -1.790 1.043  -0.64
C6 1.909 -0.057 0.180  -0.31
S1 2.878 -1.115 -0.645  0.01
S2 2.489 1.485 0.694  0.11
H1 -2.761 0.196 -0.866  0.22
H2 -2.283 -1.347 -0.016  0.23
H3 -2.566 0.344 0.652  0.23
H4 -1.317 2.084 -1.273  0.22
H5 0.022 1.389 -1.953  0.23
H6 0.047 2.339 -0.414  0.23
H7 -0.664 -1.867 1.759  0.21
H8 1.141 -1.789 1.571  0.21
H9 0.241 -2.686 0.396  0.23
H10 3.403 1.645 -0.258  0.14

Calculated values
Structure (SMILES) = CC(C)=C(C)C(=S)S
Electronic energy = -28052.2648 eV
Max |F| = 5.1 eV/A
Total charge = 0
Energy relative to the best compared isomer or geometry (same formula, charge and spin) = 200.2 kJ/mol

---

3.
The following is a DFT calculation (ωB97M-V/def2-TZVPD) of a molecular structure, C6H11AgClF6N5O12S6 in a non-equilibrium geometry.

Last column: natural (NBO) charge in e.
Element x y z (Å)
Ag1 -0.459 0.861 -0.896  0.89
C1 3.412 0.518 3.041  -0.66
C2 2.751 -0.882 3.254  -0.21
N1 2.874 -1.657 2.013  -0.30
C3 2.797 -3.021 1.931  -0.06
C4 2.550 -3.305 0.622  -0.02
N2 2.525 -2.124 -0.115  -0.30
C5 2.640 -1.137 0.793  0.25
C6 2.228 -1.889 -1.512  -0.40
H1 4.333 0.468 2.460  0.20
H2 3.563 1.072 3.965  0.21
H3 2.736 1.125 2.432  0.29
H4 1.724 -0.824 3.609  0.26
H5 3.388 -1.422 3.956  0.18
H6 2.656 -3.622 2.812  0.24
H7 2.380 -4.250 0.134  0.23
H8 2.457 -0.111 0.484  0.30
H9 1.842 -2.834 -1.887  0.23
H10 3.158 -1.521 -1.943  0.22
H11 1.461 -1.152 -1.633  0.25
Cl1 1.557 2.187 0.698  -0.87
N3 -0.842 -1.067 0.184  -1.19
S1 -1.211 -2.664 -0.041  2.42
O1 -2.599 -2.978 -0.096  -0.86
O2 -0.245 -3.619 0.430  -0.93
F1 -0.766 -2.643 -1.584  -0.52
S2 -0.974 -1.117 1.748  2.43
O3 0.089 -1.697 2.558  -0.97
O4 -2.275 -1.349 2.317  -0.89
F2 -0.803 0.460 1.970  -0.48
N4 -0.410 1.578 -3.152  -1.19
S3 0.654 1.335 -4.261  2.45
O5 1.944 1.953 -4.086  -0.91
O6 0.151 1.077 -5.573  -0.91
F3 1.100 -0.129 -3.764  -0.55
S4 -0.346 3.252 -3.211  2.41
O7 -0.891 3.818 -4.419  -0.91
O8 0.750 3.985 -2.628  -0.88
F4 -1.444 3.554 -2.113  -0.48
N5 -5.598 1.725 0.749  -1.10
S5 -5.330 3.253 0.555  2.43
O9 -5.844 3.964 -0.581  -0.92
O10 -4.094 3.659 1.129  -0.93
F5 -6.317 3.843 1.744  -0.55
S6 -4.452 1.131 -0.336  2.42
O11 -3.069 1.213 0.071  -0.92
O12 -4.808 1.356 -1.711  -0.91
F6 -4.941 -0.374 -0.120  -0.50

Calculated values
Electronic energy = -136259.0786 eV
Max |F| = 7.1 eV/A
Total charge = -2
Energy relative to the best compared isomer or geometry (same formula, charge and spin) = 0.0 kJ/mol

---

4.
The following is a DFT calculation (ωB97M-V/def2-TZVPD) of a molecular structure, C6H11Br3Cl10 in a non-equilibrium geometry.

Last column: natural (NBO) charge in e.
Element x y z (Å)
C1 -1.327 1.075 -0.741  -0.36
Cl1 -1.002 -0.597 0.101  -0.11
Cl2 -2.291 1.136 -2.187  0.00
H1 -1.794 1.690 0.029  0.24
H2 -0.311 1.357 -1.015  0.22
C2 -0.794 -4.025 -0.744  -0.39
Cl3 -2.298 -4.504 0.122  -0.02
Cl4 0.268 -5.414 -0.793  -0.04
H3 -1.090 -3.869 -1.781  0.21
H4 -0.349 -3.111 -0.350  0.23
C3 3.853 2.924 -0.022  -0.38
Cl5 2.152 2.951 -0.759  -0.05
Cl6 4.173 4.450 0.811  -0.01
H5 4.085 2.006 0.517  0.24
H6 4.551 2.781 -0.847  0.22
C4 1.512 2.840 3.241  -0.40
Cl7 0.182 2.270 2.182  -0.03
Cl8 2.619 1.540 3.598  -0.02
H7 2.053 3.621 2.706  0.22
H8 1.029 3.215 4.143  0.23
C5 1.137 -1.184 -3.331  -0.36
Cl9 1.943 0.145 -2.427  -0.04
Cl10 1.713 -2.774 -2.656  -0.06
H9 0.054 -1.080 -3.259  0.24
H10 1.534 -1.243 -4.345  0.22
C6 -4.241 -1.231 1.578  -0.55
Br1 -4.121 -1.984 3.411  -0.22
Br2 -4.691 0.663 1.406  -0.19
Br3 -5.302 -2.230 0.240  -0.20
H11 -3.247 -1.419 1.172  0.17

Calculated values
Electronic energy = -341751.6514 eV
Spin multiplicity = 2
Max |F| = 2.0 eV/A
Total charge = -1
Expectation value of S² = 0.755

---

5.
The following is a DFT calculation (ωB97M-V/def2-TZVPD) of 3 unconnected molecules or ions with the total composition C6H11Br4IO4S.

Last column: natural (NBO) charge in e.
Element x y z (Å)
O1 -0.851 2.412 3.568  -0.46
C1 -0.945 1.250 3.369  0.46
I1 0.777 0.074 2.896  0.04
C2 -2.258 0.487 3.411  -0.22
O2 -2.805 0.470 2.098  -0.71
S1 -4.366 0.942 1.907  1.77
O3 -4.521 2.197 2.596  -0.91
O4 -5.099 -0.185 2.832  -0.90
H1 -2.059 -0.540 3.727  0.20
H2 -2.898 0.979 4.146  0.23
H3 -4.519 -0.589 3.490  0.50
Br1 3.944 -0.115 -0.342  -0.02
C3 3.099 1.118 -1.588  -0.46
C4 1.958 1.860 -0.950  -0.44
Br2 0.405 0.708 -0.733  -0.02
H4 2.770 0.518 -2.429  0.24
H5 3.881 1.805 -1.902  0.23
H6 1.630 2.681 -1.582  0.23
H7 2.204 2.236 0.039  0.24
Br3 2.428 -1.212 -4.605  -0.02
C5 0.879 -1.886 -3.637  -0.45
C6 1.275 -2.573 -2.358  -0.45
Br4 2.039 -4.331 -2.685  -0.01
H8 0.349 -2.542 -4.318  0.23
H9 0.269 -1.012 -3.418  0.24
H10 0.399 -2.742 -1.736  0.23
H11 2.014 -2.010 -1.795  0.24

Calculated values
Electronic energy = -313695.2795 eV
Max |F| = 0.6 eV/A
Total charge = 0

---

6.
The following is a DFT calculation (ωB97M-V/def2-TZVPD) of a gas-phase ion, C6H11BrN (charge +1) in a non-equilibrium geometry.

Last column: natural (NBO) charge in e.
Element x y z (Å)
C1 1.367 0.308 -0.559  -0.45
C2 0.974 -1.122 -0.743  -0.47
C3 -0.814 1.366 0.109  -0.48
C4 0.523 0.801 0.559  -0.03
C5 -0.211 -1.313 0.193  -0.02
C6 -1.719 0.232 -0.616  -0.25
N1 0.231 -0.501 1.305  -0.55
Br1 -3.543 -0.115 -0.194  0.16
H1 2.465 0.370 -0.493  0.25
H2 1.156 0.927 -1.326  0.24
H3 0.595 -1.514 -1.654  0.26
H4 1.854 -1.735 -0.489  0.23
H5 -1.425 1.706 0.976  0.24
H6 -0.643 2.199 -0.537  0.26
H7 1.087 1.481 1.193  0.25
H8 -0.895 -2.142 0.390  0.26
H9 -1.600 0.286 -1.684  0.21
H10 1.143 -0.876 1.637  0.45
H11 -0.546 -0.360 1.932  0.45

Calculated values
Electronic energy = -77923.3293 eV
Max |F| = 4.0 eV/A
Total charge = +1
Energy relative to the best compared isomer or geometry (same formula, charge and spin) = 273.8 kJ/mol